A structure of composition C60H48N9PPdS in a non-equilibrium geometry. Source: the OMol25 dataset; level of theory: wB97M-V/def2-TZVPD.

Output
* LUMO level: -5.3 eV
* Kohn-Sham gap: 7.1 eV
* charge: +2

CARTESIAN COORDINATES (ANGSTROEM)
Pd (0.27, -0.33, -0.21)
C (-4.58, -2.46, 1.04)
N (-3.28, -2.33, 0.40)
C (-2.44, -1.27, 0.51)
N (-1.37, -1.49, -0.25)
C (-1.50, -2.73, -0.84)
C (-2.70, -3.26, -0.43)
C (-3.31, -4.55, -0.79)
C (-3.70, -5.45, 0.21)
C (-4.25, -6.67, -0.14)
C (-4.41, -7.01, -1.48)
C (-4.01, -6.12, -2.47)
C (-3.46, -4.90, -2.13)
C (-0.42, -3.37, -1.60)
C (0.42, -4.27, -0.96)
C (1.47, -4.87, -1.64)
C (1.68, -4.57, -2.98)
C (0.83, -3.70, -3.64)
C (-0.22, -3.10, -2.96)
P (-2.62, 0.08, 1.72)
C (-0.96, -0.19, 2.45)
N (0.15, -0.56, 1.82)
C (1.08, -0.92, 2.77)
C (0.52, -0.73, 4.01)
N (-0.76, -0.28, 3.79)
C (-1.75, 0.01, 4.82)
C (1.06, -1.00, 5.35)
C (1.13, 0.01, 6.31)
C (1.68, -0.25, 7.56)
C (2.16, -1.51, 7.85)
C (2.09, -2.52, 6.90)
C (1.55, -2.27, 5.66)
C (2.43, -1.37, 2.41)
C (2.62, -2.16, 1.27)
C (3.90, -2.37, 0.77)
C (4.97, -1.73, 1.38)
C (4.81, -1.20, 2.66)
C (3.54, -0.99, 3.16)
C (-2.36, 1.53, 0.67)
N (-1.24, 1.85, 0.06)
C (-1.52, 2.92, -0.74)
C (-2.85, 3.27, -0.59)
N (-3.37, 2.38, 0.32)
C (-4.74, 2.39, 0.81)
C (-3.67, 4.34, -1.20)
C (-4.35, 4.10, -2.39)
C (-5.12, 5.09, -2.96)
C (-5.23, 6.33, -2.35)
C (-4.56, 6.57, -1.16)
C (-3.78, 5.58, -0.58)
C (-0.47, 3.51, -1.58)
C (0.86, 3.39, -1.18)
C (1.89, 3.87, -1.98)
C (1.60, 4.47, -3.19)
C (0.28, 4.61, -3.60)
C (-0.75, 4.13, -2.80)
H (-5.01, -1.48, 1.21)
H (-4.49, -2.98, 2.00)
H (-5.24, -3.03, 0.39)
H (-3.56, -5.20, 1.25)
H (-4.55, -7.37, 0.63)
H (-4.83, -7.97, -1.75)
H (-4.13, -6.39, -3.51)
H (-3.16, -4.20, -2.90)
H (0.25, -4.51, 0.09)
H (2.11, -5.58, -1.13)
H (2.49, -5.05, -3.52)
H (0.97, -3.49, -4.69)
H (-0.90, -2.44, -3.47)
H (-1.46, -0.51, 5.73)
H (-2.73, -0.34, 4.50)
H (-1.79, 1.08, 5.02)
H (0.78, 1.01, 6.07)
H (1.73, 0.54, 8.30)
H (2.58, -1.72, 8.83)
H (2.47, -3.51, 7.14)
H (1.49, -3.06, 4.91)
H (1.76, -2.59, 0.77)
H (4.03, -2.94, -0.13)
H (5.98, -1.93, 1.03)
H (5.67, -0.84, 3.21)
H (3.40, -0.50, 4.12)
H (-5.37, 2.88, 0.08)
H (-4.81, 2.93, 1.76)
H (-5.09, 1.37, 0.95)
H (-4.26, 3.13, -2.87)
H (-5.65, 4.90, -3.89)
H (-5.84, 7.11, -2.79)
H (-4.64, 7.54, -0.68)
H (-3.25, 5.77, 0.34)
H (1.07, 2.94, -0.22)
H (2.92, 3.79, -1.64)
H (2.40, 4.86, -3.82)
H (0.05, 5.09, -4.54)
H (-1.77, 4.23, -3.13)
N (1.72, 0.35, -4.02)
C (0.78, 0.03, -5.03)
C (1.22, -0.17, -6.33)
C (0.30, -0.49, -7.32)
C (-1.05, -0.62, -7.01)
C (-1.47, -0.44, -5.70)
C (-0.56, -0.09, -4.72)
S (-1.13, 0.27, -3.08)
N (0.31, 0.00, -2.20)
C (1.48, 0.20, -2.71)
C (2.59, 0.35, -1.73)
C (3.92, 0.48, -2.08)
C (4.84, 0.75, -1.07)
C (4.41, 0.87, 0.23)
C (3.04, 0.87, 0.47)
N (2.16, 0.53, -0.46)
H (2.66, 0.57, -4.32)
H (2.27, -0.08, -6.57)
H (0.64, -0.64, -8.34)
H (-1.76, -0.87, -7.78)
H (-2.52, -0.54, -5.45)
H (4.25, 0.38, -3.10)
H (5.89, 0.82, -1.32)
H (5.06, 1.35, 0.95)
H (2.63, 1.11, 1.44)

---

A structure of composition C30H50BrIrN3P2S in a non-equilibrium geometry. Source: the OMol25 dataset; level of theory: wB97M-V/def2-TZVPD.

Output
* LUMO level (alpha / beta): -10.9 / -13.4 eV
* Kohn-Sham gap (alpha / beta): 6.8 / 5.2 eV
* expectation value of S²: 8.784
* multiplicity: 6
* charge: +4

CARTESIAN COORDINATES (ANGSTROEM)
C (-0.56, 6.44, -4.44)
C (-0.69, 5.11, -4.97)
C (-1.07, 5.01, -6.33)
C (-1.11, 6.17, -7.12)
N (-0.86, 7.36, -6.60)
C (-0.62, 7.53, -5.31)
C (-0.45, 3.91, -4.12)
C (-0.36, 3.11, -3.21)
C (-0.80, 2.35, -2.11)
C (0.00, 2.46, -0.93)
C (-0.73, 2.40, 0.30)
C (-1.92, 1.58, 0.38)
C (-2.70, 1.61, -0.81)
C (-2.10, 1.91, -2.02)
Ir (0.47, 0.55, -0.74)
P (1.89, -0.86, 0.33)
H (-1.31, 4.05, -6.78)
H (-0.39, 6.61, -3.38)
H (-1.33, 6.11, -8.18)
H (-0.47, 8.55, -4.97)
H (-2.70, 1.86, -2.93)
H (0.89, 3.08, -0.99)
H (-3.77, 1.36, -0.83)
H (-0.27, 2.97, 1.11)
C (2.18, -2.49, 1.27)
C (3.06, -3.60, 0.68)
H (1.18, -2.89, 1.47)
H (2.59, -2.21, 2.25)
H (3.14, -4.44, 1.40)
H (2.63, -4.03, -0.24)
H (4.10, -3.29, 0.45)
C (2.20, -1.20, -1.48)
C (3.05, -0.13, -2.13)
H (1.16, -1.11, -1.92)
H (2.53, -2.24, -1.57)
H (3.01, -0.27, -3.21)
H (2.60, 0.85, -1.89)
H (4.10, -0.17, -1.81)
C (3.33, 0.11, 0.95)
C (4.73, -0.50, 1.00)
H (3.02, 0.40, 1.96)
H (3.28, 1.02, 0.34)
H (5.44, 0.29, 1.28)
H (4.81, -1.27, 1.78)
H (5.09, -0.92, 0.05)
Br (-2.56, 0.69, 1.93)
P (-2.05, -2.73, -1.89)
C (-0.29, -3.20, -1.91)
C (0.01, -4.66, -2.35)
H (0.09, -2.98, -0.90)
H (0.24, -2.53, -2.61)
H (1.07, -4.73, -2.57)
H (-0.23, -5.36, -1.55)
H (-0.55, -4.91, -3.26)
C (-2.91, -2.75, -0.29)
C (-4.35, -3.32, -0.35)
H (-2.88, -1.74, 0.16)
H (-2.32, -3.44, 0.36)
H (-4.72, -3.44, 0.65)
H (-5.00, -2.65, -0.91)
H (-4.30, -4.31, -0.82)
C (-2.36, -1.18, -2.79)
C (-2.69, -1.49, -4.26)
H (-1.49, -0.50, -2.70)
H (-3.21, -0.65, -2.33)
H (-3.05, -0.58, -4.75)
H (-1.79, -1.83, -4.80)
H (-3.49, -2.25, -4.32)
C (-1.81, -1.41, 6.60)
C (-0.60, -1.66, 5.72)
N (-0.61, -0.97, 4.39)
C (0.29, -0.06, 4.01)
S (0.37, 0.64, 2.46)
N (1.22, 0.27, 4.98)
C (0.72, 1.06, 6.16)
C (1.92, 1.36, 7.04)
H (-2.00, -0.35, 6.81)
H (-1.61, -1.89, 7.56)
H (-2.72, -1.87, 6.20)
H (0.31, -1.35, 6.22)
H (-0.53, -2.75, 5.54)
H (-1.39, -1.14, 3.74)
H (2.05, 0.71, 4.58)
H (0.27, 2.00, 5.81)
H (-0.04, 0.49, 6.70)
H (2.59, 2.05, 6.51)
H (1.61, 1.82, 7.98)
H (2.50, 0.45, 7.29)

---

A structure of composition C14H18BN7O2Pd in a non-equilibrium geometry. Source: the OMol25 dataset; level of theory: wB97M-V/def2-TZVPD.

Output
* LUMO level (alpha / beta): 0.7 / -0.8 eV
* Kohn-Sham gap (alpha / beta): 8.3 / 8.1 eV
* expectation value of S²: 2.005
* multiplicity: 3
* charge: 0

CARTESIAN COORDINATES (ANGSTROEM)
H (2.96, -0.69, 1.03)
N (1.18, -1.68, 0.46)
B (-0.65, -3.32, -0.22)
N (0.79, -2.99, 0.31)
C (1.81, -3.78, 0.66)
Pd (-0.10, -0.09, 0.10)
H (1.69, -4.84, 0.61)
C (2.88, -2.96, 1.03)
H (3.85, -3.27, 1.36)
C (2.45, -1.64, 0.87)
H (-0.84, -4.49, -0.32)
C (-1.06, 1.84, -0.91)
H (-0.93, 2.90, -0.72)
H (-1.63, 1.44, -0.05)
H (-1.60, 1.59, -1.83)
N (-0.78, -2.57, -1.58)
N (-1.66, -2.63, 0.75)
N (-0.53, -1.21, -1.64)
N (-1.56, -1.28, 0.99)
C (-1.08, -3.01, -2.82)
C (-2.66, -3.13, 1.50)
H (-1.31, -4.06, -2.98)
H (-2.89, -4.18, 1.46)
C (-1.02, -1.93, -3.69)
C (-3.23, -2.07, 2.20)
C (-0.68, -0.81, -2.91)
C (-2.52, -0.92, 1.85)
H (-1.20, -1.92, -4.76)
H (-4.05, -2.11, 2.89)
H (-0.55, 0.23, -3.20)
H (-2.63, 0.11, 2.17)
H (-0.01, 1.48, -1.00)
O (1.44, 2.85, 0.54)
C (1.18, 2.25, 1.57)
C (1.45, 2.75, 2.99)
C (0.95, 1.66, 3.91)
C (0.53, 0.51, 2.98)
O (0.22, -0.62, 3.31)
N (0.61, 0.99, 1.69)
H (2.53, 2.92, 3.11)
H (0.92, 3.70, 3.15)
H (1.71, 1.31, 4.61)
H (0.07, 1.99, 4.47)

---

A structure of composition C17H20CuN3O2SSi in a non-equilibrium geometry. Source: the OMol25 dataset; level of theory: wB97M-V/def2-TZVPD.

Output
* LUMO level (alpha / beta): 5.2 / 5.2 eV
* Kohn-Sham gap (alpha / beta): 5.2 / 5.2 eV
* charge: -2

CARTESIAN COORDINATES (ANGSTROEM)
Cu (-0.83, -0.26, 15.75)
O (-2.83, 0.33, 19.08)
C (-2.93, 0.25, 17.79)
O (-2.17, 0.95, 17.05)
C (-3.95, -0.62, 17.27)
C (-5.01, -1.13, 18.03)
C (-6.18, -1.64, 17.48)
C (-6.20, -1.79, 16.08)
C (-5.04, -1.58, 15.33)
C (-3.86, -1.13, 15.96)
S (-2.43, -1.57, 15.05)
H (-4.85, -1.03, 19.11)
H (-6.98, -1.96, 18.10)
H (-7.12, -2.07, 15.52)
H (-4.94, -1.91, 14.26)
C (3.10, 0.19, 18.63)
C (3.01, 0.59, 17.20)
C (4.19, 0.60, 16.46)
C (4.11, 0.90, 15.12)
C (2.84, 1.08, 14.58)
C (1.64, 0.95, 15.34)
N (1.77, 0.86, 16.73)
N (0.41, 0.93, 14.75)
Si (-0.06, 1.24, 13.05)
C (-0.39, -0.48, 12.15)
C (1.26, 2.20, 12.15)
C (-1.77, 1.99, 13.13)
H (4.12, 0.35, 19.05)
H (2.93, -0.88, 18.77)
H (2.40, 0.70, 19.28)
H (5.07, 0.24, 17.03)
H (4.88, 1.29, 14.47)
H (2.64, 1.25, 13.51)
H (0.41, -1.14, 12.48)
H (-0.33, -0.35, 11.09)
H (-1.38, -0.90, 12.50)
H (1.96, 1.58, 11.58)
H (1.83, 2.90, 12.83)
H (0.71, 2.82, 11.43)
H (-2.48, 1.22, 13.48)
H (-2.12, 2.33, 12.12)
H (-1.81, 2.78, 13.85)
N (0.42, -1.55, 18.23)
C (0.09, -0.99, 17.23)
H (-1.85, 0.45, 19.23)

---

A structure of composition C15H15N2O5Re in a non-equilibrium geometry. Source: the OMol25 dataset; level of theory: wB97M-V/def2-TZVPD.

Output
* LUMO level (alpha / beta): -13.8 / -13.3 eV
* Kohn-Sham gap (alpha / beta): 5.8 / 6.2 eV
* expectation value of S²: 0.756
* multiplicity: 2
* charge: +3

CARTESIAN COORDINATES (ANGSTROEM)
Re (0.06, 0.65, 0.37)
O (-2.79, -0.42, 3.29)
C (-1.77, -0.18, 2.56)
O (-1.81, 0.32, 1.41)
C (-0.43, -0.58, 3.08)
C (-0.11, -1.21, 4.28)
C (1.21, -1.62, 4.48)
C (2.16, -1.47, 3.46)
C (1.75, -0.84, 2.29)
N (0.52, -0.36, 2.15)
C (2.57, -0.62, 0.99)
O (3.71, -0.88, 0.87)
O (1.74, -0.14, 0.06)
H (-3.68, -0.19, 2.93)
H (-0.87, -1.37, 5.03)
H (1.49, -2.08, 5.41)
H (3.17, -1.84, 3.58)
O (-0.82, 2.71, 0.61)
C (-1.40, 3.47, -0.47)
C (-0.35, 3.99, -1.46)
C (0.57, 2.88, -1.98)
C (-0.19, 1.71, -2.53)
C (-0.66, 1.67, -3.84)
C (-1.29, 0.54, -4.32)
C (-1.45, -0.56, -3.48)
C (-1.01, -0.44, -2.17)
N (-0.42, 0.67, -1.70)
H (-0.34, 3.33, 1.19)
H (-1.96, 4.31, -0.04)
H (-2.12, 2.80, -0.95)
H (0.26, 4.77, -1.00)
H (-0.89, 4.46, -2.29)
H (1.25, 2.53, -1.18)
H (1.21, 3.30, -2.76)
H (-0.48, 2.52, -4.49)
H (-1.64, 0.49, -5.34)
H (-1.90, -1.48, -3.81)
H (-1.14, -1.27, -1.48)

---

A cluster of 2 separate species, C4H13N5 in total in a non-equilibrium geometry. Source: the OMol25 dataset; level of theory: wB97M-V/def2-TZVPD.

Output
* LUMO level: -6.5 eV
* Kohn-Sham gap: 9.9 eV
* charge: +2

CARTESIAN COORDINATES (ANGSTROEM)
C (3.55, 0.15, 0.88)
C (-1.72, 0.65, 0.15)
C (-2.65, -0.10, -0.46)
C (1.65, 0.13, -0.59)
N (4.05, -0.93, 0.42)
N (2.48, 0.75, 0.32)
N (-1.05, 1.67, -0.34)
N (1.92, -1.01, -0.98)
N (-3.20, -1.28, 0.33)
H (4.04, 0.47, 1.77)
H (-1.38, 0.29, 1.12)
H (-3.00, -0.10, -1.46)
H (0.69, 0.66, -0.60)
H (4.84, -1.51, 0.71)
H (2.26, 1.79, 0.48)
H (-0.83, 2.46, 0.38)
H (-1.41, 1.90, -1.25)
H (1.34, -1.36, -1.74)
H (3.54, -1.43, -0.35)
H (-4.02, -0.95, 0.94)
H (-2.41, -1.67, 0.97)
H (-3.46, -1.89, -0.45)

---

| no. | total energy (a.u.) |
| --- | --- |
| 1 | -3675.13786 |
| 2 | -5094.84440 |
| 3 | -1230.83900 |
| 4 | -3302.75234 |
| 5 | -1143.49862 |
| 6 | -433.34761 |